[1]
Below is a molecular structure, C7H22AuClI2N2P2S in a non-equilibrium geometry, with properties calculated with ωB97M-V/def2-TZVPD.

As for the total charge: +2. The multiplicity is 3. Its HOMO energy (alpha / beta) is -14.368 / -15.215 eV. The expectation value of S² is 2.04. Its energy relative to the best compared isomer or geometry (same formula, charge and spin) is 0.00 kcal per mole.

XYZ file:
```
38
Properties=species:S:1:pos:R:3:forces:R:3:nbo_charge:R:1
I -2.533124 -1.815512 1.754446 -0.40 -0.29 -0.53 0.092
I 1.195945 1.170826 3.137607 0.15 0.10 -0.36 0.181
Au 0.325929 0.163016 -1.840399 0.07 0.03 -0.34 0.682
P 1.408323 -1.646162 -0.702040 1.04 -0.71 -0.17 0.936
C 1.435580 -2.427015 0.949681 -0.50 0.32 0.27 -0.948
C 1.231007 -3.086218 -1.803150 -0.43 0.16 0.02 -0.948
H 2.092124 -3.756607 -1.681130 -0.20 0.19 -0.02 0.262
H 3.805640 -2.050272 -0.974841 -0.24 0.22 -0.01 0.263
H 1.162243 -2.727781 -2.836128 0.05 -0.24 0.14 0.274
H 3.215956 -0.590384 -1.866835 0.25 -0.19 0.26 0.272
H 0.445837 -2.829000 1.194146 0.21 -0.05 -0.07 0.247
H 0.308896 -3.616629 -1.532355 0.20 0.04 -0.22 0.255
C 3.154944 -1.165172 -0.932346 -0.13 0.36 0.08 -0.952
H 2.172209 -3.244410 0.952404 -0.19 0.28 -0.13 0.273
H 3.462583 -0.532335 -0.087032 -0.01 -0.09 -0.33 0.249
H 1.701697 -1.698861 1.724745 0.07 -0.15 -0.20 0.237
P -1.193074 1.736490 -0.865565 -0.24 1.18 -0.02 0.941
C -2.009348 2.057427 0.744628 0.17 -0.57 0.25 -0.947
C -0.258197 3.285077 -1.136289 0.25 -0.24 0.10 -0.951
H -2.195480 1.651779 -3.038947 -0.22 0.12 0.07 0.275
H -2.997485 2.879883 -1.988330 0.08 -0.18 -0.02 0.262
H -3.333084 1.133414 -1.756372 0.05 0.14 -0.22 0.256
C -2.572258 1.871043 -2.035464 0.02 -0.45 0.02 -0.952
H 0.354909 3.139727 -2.038470 -0.16 0.34 0.28 0.272
H -0.948934 4.134419 -1.258755 0.23 -0.31 0.02 0.263
H -2.607358 2.980946 0.660672 0.27 -0.36 -0.05 0.272
H -1.266568 2.170853 1.547591 -0.22 0.10 -0.31 0.237
H 0.392855 3.464153 -0.265499 -0.13 0.00 -0.40 0.249
H -2.663346 1.214347 1.008077 0.05 0.33 -0.10 0.247
Cl 1.028822 0.606779 -4.050991 -0.34 -0.21 0.94 -0.544
N -2.114880 -1.407163 4.986064 0.02 0.09 0.49 -0.735
C -1.089728 -0.627649 4.705585 -0.30 -0.20 0.62 0.350
N -0.377628 -0.031401 5.639886 -0.13 -0.05 -0.23 -0.733
S -0.685401 -0.428415 3.024479 0.69 0.40 -0.36 0.108
H -2.394767 -1.548452 5.957740 0.00 -0.06 -0.49 0.439
H -2.645668 -1.840561 4.229612 0.09 0.09 0.51 0.438
H 0.398882 0.571641 5.324823 -0.58 -0.43 0.89 0.434
H -0.638897 -0.164247 6.618280 0.43 0.30 -0.35 0.443
```
Positions in Å, forces in eV/Å.

[2]
Below is 3 unconnected molecules or ions with the total composition C7H22BFNO2S2, with properties calculated with ωB97M-V/def2-TZVPD.

As for the total charge: -1. Its HOMO energy is -2.871 eV. Its energy relative to the best compared isomer or geometry (same formula, charge and spin) is 6.56 kcal per mole.

XYZ file:
```
36
Properties=species:S:1:pos:R:3:forces:R:3:nbo_charge:R:1
C -1.980562 -0.952021 -2.248071 -0.57 0.14 0.00 -0.601
C -2.586447 0.410900 -1.872002 0.10 -0.23 -0.51 -0.437
C -3.739725 0.832900 -2.803595 -0.08 0.32 0.70 0.014
F -3.450870 0.330706 -4.120690 0.05 0.01 -0.05 -0.439
B -5.240317 0.501001 -2.261860 -0.17 -0.16 -0.63 0.018
N -5.509792 -1.016219 -2.019050 -0.02 -0.03 -0.04 -1.102
H -1.655534 -1.494745 -1.361448 0.23 -0.06 0.00 0.178
H -1.154677 -0.819001 -2.939767 0.18 -0.08 0.03 0.199
H -2.729455 -1.547493 -2.768120 0.01 -0.16 0.04 0.204
H -2.987826 0.387136 -0.859971 -0.02 0.00 0.09 0.200
H -1.780398 1.145108 -1.896298 0.08 0.08 0.13 0.185
H -3.674073 1.922603 -2.900015 -0.06 0.05 -0.20 0.138
H -5.395835 1.200743 -1.252807 0.12 0.02 0.20 -0.116
H -6.034062 0.931104 -3.111971 -0.06 0.12 -0.02 -0.109
H -6.036456 -1.199559 -1.175048 0.14 -0.06 0.02 0.334
H -4.674651 -1.586935 -2.004375 -0.06 -0.01 0.20 0.334
C 3.434682 0.511281 -1.438759 0.09 0.06 0.02 -0.834
S 1.995858 -0.569260 -1.516507 -0.11 0.01 0.00 1.259
O 0.796096 0.288102 -1.375046 0.21 0.09 0.05 -0.967
C 2.270270 -1.332238 0.087192 0.00 -0.16 0.11 -0.836
H 3.431406 1.128360 -2.335055 -0.05 -0.02 -0.02 0.233
H 3.370178 1.141757 -0.552049 -0.03 -0.04 0.02 0.235
H 4.342222 -0.092364 -1.409869 -0.01 -0.01 0.00 0.220
H 2.287173 -0.560905 0.854445 0.04 0.05 -0.07 0.228
H 3.214711 -1.876763 0.082606 0.02 0.03 0.01 0.223
H 1.450036 -2.024282 0.271700 -0.04 0.02 -0.10 0.235
C 2.249033 -0.509213 4.116121 0.00 -0.07 0.05 -0.832
S 3.107809 0.872451 3.350585 -0.03 0.06 -0.02 1.260
O 4.148057 0.298112 2.454409 0.02 -0.02 0.07 -0.991
C 3.950444 1.419406 4.842575 0.03 -0.01 0.09 -0.831
H 1.686896 -1.022953 3.339160 0.00 0.04 -0.03 0.247
H 2.975692 -1.190209 4.559626 0.04 0.03 -0.03 0.227
H 1.562344 -0.132107 4.873694 -0.02 0.02 -0.02 0.230
H 4.561380 0.606875 5.236037 -0.01 -0.02 -0.05 0.227
H 3.211610 1.735993 5.578705 -0.01 0.01 -0.02 0.227
H 4.584783 2.261728 4.575518 -0.02 0.00 -0.05 0.239
```
Positions in Å, forces in eV/Å.

[3]
Below is a molecular structure, C7H22F2KN3O8S2 in a non-equilibrium geometry, with properties calculated with ωB97M-V/def2-TZVPD.

As for the total charge: 0. Its HOMO energy is -9.173 eV.

XYZ file:
```
45
Properties=species:S:1:pos:R:3:forces:R:3:lowdin_charge:R:1
K 0.735844 -0.975408 0.114048 -0.52 1.08 -0.08 0.890
N -2.541806 1.972862 -2.912792 -1.24 5.63 1.43 -0.236
S -2.761916 0.914152 -1.872132 0.89 -8.73 0.17 0.404
O -3.964946 0.812592 -1.107162 0.00 1.18 0.68 -0.282
O -1.580356 0.298012 -1.278072 -0.60 1.06 -0.12 -0.354
F -3.102476 -0.194238 -3.019062 0.20 -0.66 0.17 -0.240
S -3.279726 3.207172 -1.969362 -2.18 3.74 -2.67 0.621
O -2.640506 3.464632 -0.702002 -0.48 -0.75 -0.26 -0.309
O -4.742686 3.389772 -2.147832 3.75 -1.02 0.71 -0.290
F -2.720386 4.456842 -2.828252 -0.04 -0.85 0.07 -0.213
C 1.787354 0.293832 4.872928 -0.72 0.93 -0.81 -0.059
C 1.658354 0.875122 3.435788 0.72 0.21 1.33 -0.313
O 2.149394 -0.043868 2.512638 -0.08 -1.83 -1.63 -0.148
H 1.015564 -0.457928 5.038188 0.25 -0.24 -0.08 0.076
H 1.594944 1.078982 5.604108 0.20 0.04 0.07 0.074
H 2.790644 -0.107828 5.014988 -0.05 -0.06 0.14 0.071
H 2.319994 1.723762 3.262148 -0.50 0.73 0.73 0.100
H 0.628594 1.112382 3.168558 0.12 0.05 0.01 0.123
H 2.988514 -0.390698 2.824398 0.03 0.03 0.11 0.085
C 3.593764 -2.189368 -3.755402 -0.83 1.29 1.25 -0.070
C 3.043624 -3.002098 -2.593852 0.44 -0.60 -0.68 -0.312
O 1.787564 -2.486468 -2.163632 -0.44 0.16 -0.02 -0.124
H 3.199784 -1.193558 -3.552292 0.41 0.47 -0.15 0.074
H 3.128514 -2.444708 -4.707472 0.53 -0.41 0.02 0.083
H 4.681574 -2.148578 -3.699782 -0.13 -0.17 -0.55 0.081
H 3.663534 -3.024308 -1.697572 0.60 -0.05 -0.33 0.112
H 2.971544 -3.992498 -3.043302 -0.42 -0.52 0.74 0.111
H 1.469124 -3.085598 -1.484472 -0.12 -0.34 -0.20 0.050
C -3.774416 -2.327428 0.695668 -0.55 -0.13 0.46 -0.074
C -2.632786 -3.156388 0.096698 -1.43 1.09 0.20 -0.286
O -1.400246 -2.817458 0.698438 1.10 0.77 0.64 -0.136
H -4.059536 -2.537218 1.726588 0.61 0.04 0.27 0.071
H -4.717696 -2.517398 0.183568 0.15 -0.35 -0.51 0.081
H -3.638096 -1.257588 0.537688 0.39 -0.02 0.19 0.064
H -2.685176 -2.747698 -0.912432 0.53 -0.99 -0.57 0.115
H -2.773146 -4.224688 0.261448 -0.33 -0.03 -0.64 0.116
H -0.678626 -3.266728 0.252318 -0.36 -0.48 -0.13 0.044
C 0.920804 2.885482 0.603448 -1.19 -2.79 -2.08 -0.754
O 0.594154 1.739412 0.214568 0.57 0.51 0.95 -0.074
N 2.118104 3.255922 0.887788 4.80 -0.09 1.28 0.173
N 0.109574 3.888262 0.603118 -3.69 1.55 -0.11 0.197
H 2.297474 4.227942 1.095368 0.50 -0.55 -0.04 0.121
H 2.832194 2.547002 0.800558 0.17 0.56 0.19 0.124
H -0.764966 3.595122 0.191588 -0.68 0.94 0.03 0.087
H 0.378974 4.850492 0.750248 -0.37 -0.40 -0.19 0.126
```
Positions in Å, forces in eV/Å.

[4]
Below is 5 unconnected molecules or ions with the total composition C7H22FO7 in a non-equilibrium geometry, with properties calculated with ωB97M-V/def2-TZVPD.

As for the total charge: -1. Its HOMO energy is -6.433 eV. Its energy relative to the best compared isomer or geometry (same formula, charge and spin) is 36.25 kcal per mole.

XYZ file:
```
37
Properties=species:S:1:pos:R:3:forces:R:3:nbo_charge:R:1
F 0.712497 -0.377594 0.342747 0.02 0.26 -0.60 -0.899
C 1.907858 -3.401670 1.164778 0.16 -0.70 0.72 -0.237
O 1.408141 -3.070456 -0.087487 0.19 0.04 -0.51 -0.743
H 1.121283 -3.792043 1.810534 -0.20 -0.45 -0.01 0.151
H 2.681892 -4.150600 0.997245 -0.06 -0.35 0.20 0.150
H 2.377508 -2.665452 1.817094 0.06 0.88 -0.63 0.163
H 1.216875 -2.131913 -0.151935 0.02 0.59 0.51 0.499
C 0.714528 1.057134 -2.743864 -0.25 -0.19 -1.34 -0.103
C 0.256576 -0.268142 -3.316711 -0.39 -1.14 -0.01 -0.091
O 0.717305 -1.329608 -2.514156 0.63 -0.75 -0.09 -0.738
O -0.201962 1.480671 -1.758755 0.49 0.26 -0.43 -0.731
H 0.832574 1.775587 -3.555031 -0.45 0.45 0.14 0.160
H 1.725449 0.898791 -2.368289 0.07 0.04 0.39 0.183
H 0.550997 -0.519518 -4.335636 0.59 0.41 -0.10 0.161
H -0.821330 -0.428908 -3.336394 -0.49 1.04 -0.06 0.160
H 0.580689 -1.083518 -1.596346 0.03 0.11 0.51 0.477
H -0.005817 0.841955 -1.069442 -0.25 -0.11 1.27 0.494
C -3.076488 0.038064 0.218194 1.31 -0.35 -0.17 -0.091
C -2.535341 -1.405441 -0.093615 -1.23 -0.10 1.86 -0.114
O -1.527278 -1.792223 0.862111 -0.87 0.28 -1.33 -0.743
O -3.905511 0.170350 1.339302 -1.39 -0.71 0.66 -0.736
H -3.624224 0.477580 -0.615415 0.10 -0.12 -0.12 0.164
H -2.242998 0.673401 0.517775 0.67 0.00 -1.04 0.185
H -2.321817 -1.593908 -1.145752 0.75 0.46 -0.09 0.170
H -3.299916 -2.152264 0.120376 -0.70 0.28 -0.08 0.167
H -0.729408 -1.447160 0.454759 1.12 0.45 0.62 0.500
H -3.406131 -0.072646 2.122347 0.21 -0.07 -0.01 0.472
C 0.976602 2.539522 2.596800 -0.86 0.06 -1.97 -0.085
C 1.169789 3.094984 1.132088 1.30 -0.06 0.81 -0.098
O 2.006412 2.208708 0.380989 0.63 0.91 0.58 -0.753
O 0.088895 1.462337 2.496247 -0.57 -0.24 0.74 -0.737
H 0.566225 3.270449 3.293528 -0.01 0.12 -0.09 0.161
H 1.917702 2.135674 2.970070 0.50 0.56 -0.05 0.161
H 1.664634 4.054065 1.284982 0.56 0.10 -0.46 0.148
H 0.343846 3.289802 0.448011 -0.94 -0.09 0.94 0.190
H 1.652249 1.321099 0.472177 -0.28 -0.75 -0.36 0.493
H 0.507694 0.892893 1.846675 -0.46 -1.11 -0.38 0.491
```
Positions in Å, forces in eV/Å.

[5]
Below is a molecular structure, C7H22MnN4O7 in a non-equilibrium geometry, with properties calculated with ωB97M-V/def2-TZVPD.

As for the total charge: +1. The multiplicity is 5. Its HOMO energy (alpha / beta) is -9.806 / -9.779 eV. The expectation value of S² is 6.06. Its energy relative to the best compared isomer or geometry (same formula, charge and spin) is 24.92 kcal per mole.

XYZ file:
```
41
Properties=species:S:1:pos:R:3:forces:R:3:nbo_charge:R:1
O 1.131172 -1.915437 2.597312 0.44 -0.30 1.76 -1.350
H 1.137899 -2.191153 3.570337 0.14 0.50 -2.11 0.439
Mn -0.293178 0.124494 0.278719 1.20 0.14 0.07 1.513
N -0.852927 -0.767360 -1.347171 -0.80 0.30 -1.86 -0.165
N -1.753923 1.385712 -0.455493 -0.50 -0.02 -1.15 -0.213
O -0.192243 -1.884806 -1.795842 -0.73 0.64 0.47 -0.502
O -2.193170 2.660919 -0.059612 0.57 -0.59 0.68 -0.526
C -1.886733 -0.275027 -2.070164 2.08 -1.96 1.33 0.203
C -2.405370 0.952734 -1.540357 1.07 1.47 2.74 0.254
C -2.453283 -0.950029 -3.253907 -0.27 -0.33 -0.57 -0.683
C -3.560935 1.738399 -2.004403 -0.71 0.08 -0.75 -0.694
H -2.095861 -1.974390 -3.354485 0.13 0.13 0.15 0.276
H -2.180566 -0.419228 -4.175671 -0.05 -0.02 0.16 0.257
H -3.549673 -0.990983 -3.209365 0.23 0.18 0.07 0.254
H -3.530199 2.759694 -1.611753 -0.04 -0.44 -0.30 0.277
H -4.488877 1.270367 -1.639334 0.21 0.06 -0.09 0.270
H -3.619929 1.766711 -3.094436 -0.01 -0.07 0.07 0.252
H 0.368251 -2.256234 -1.029606 -0.26 -0.14 -0.14 0.540
H -1.818031 2.866846 0.818685 -0.13 -0.49 -0.45 0.490
O 1.048535 1.781518 -1.492297 0.05 0.05 -0.43 -0.972
H 1.677322 1.386450 -2.113931 0.11 -0.13 0.33 0.503
H 0.493532 2.303681 -2.084224 -0.11 0.16 0.18 0.491
C -1.314044 -0.669932 1.799181 -0.87 0.71 -0.25 -1.030
H -0.725939 -1.440911 2.301103 0.35 -0.03 0.01 0.325
H -2.246317 -0.971462 1.316992 -0.16 -0.27 0.14 0.198
H -1.539576 0.201365 2.426467 -0.01 -0.20 0.26 0.188
O 0.867581 -3.477297 0.215755 -0.67 0.35 -0.04 -0.974
H 1.489551 -3.161765 0.916715 -0.82 0.13 0.08 0.537
H 0.002054 -3.519614 0.681440 1.07 -0.05 -0.06 0.487
C 4.632687 -0.149914 1.935575 0.04 -0.67 -0.48 -0.276
O 3.683563 -0.790766 0.973817 -0.84 1.38 0.95 -0.436
C 2.460623 -0.284248 0.972330 -0.84 -0.70 -0.01 0.992
O 1.558857 -0.725723 0.208862 0.29 0.79 0.01 -0.682
N 2.215772 0.847603 1.669546 -1.39 1.72 0.21 -0.470
N 0.901817 1.517339 1.476294 1.52 -0.51 0.15 -0.672
H 4.509236 0.949059 2.004787 0.12 -0.76 -0.26 0.180
H 5.601283 -0.370038 1.487184 -0.11 0.06 0.24 0.232
H 4.535394 -0.645784 2.915951 -0.13 0.23 -0.50 0.232
H 2.753843 1.163149 2.472454 -0.44 -0.35 -0.41 0.426
H 0.550404 1.805070 2.410587 0.30 -0.48 -0.80 0.418
H 1.081402 2.350992 0.881959 0.01 -0.57 0.59 0.411
```
Positions in Å, forces in eV/Å.

[6]
Below is a molecular structure, C7H22N2Sb in a non-equilibrium geometry, with properties calculated with ωB97M-V/def2-TZVPD.

As for the total charge: -1. Its HOMO energy is -3.710 eV.

XYZ file:
```
32
Properties=species:S:1:pos:R:3:forces:R:3:nbo_charge:R:1
C 2.599122 2.018142 -0.106326 0.77 0.46 0.25 -0.611
C 3.504771 0.768825 -0.203280 -0.43 0.11 0.23 -0.397
C 2.778231 -0.577550 -0.513210 0.19 0.54 -0.33 -0.410
C 1.232031 -0.527316 -0.468107 0.61 -0.88 0.33 -0.232
N 0.776454 -0.682560 0.918196 -0.03 0.31 -0.64 -1.029
Sb -1.264101 -1.122797 1.136143 -0.74 -1.30 1.29 1.545
C -1.058397 -3.088607 0.133336 0.37 0.25 -0.90 -1.054
N -1.781398 -0.209313 -0.686660 -0.08 0.75 -0.03 -1.025
C -1.983224 1.241472 -0.575084 -0.50 -0.42 -0.56 -0.228
C -3.465232 1.661997 -0.300326 0.45 0.39 -0.40 -0.632
H 2.359027 2.460903 -1.079629 -0.18 -0.33 0.08 0.197
H 3.176920 2.794993 0.422156 -0.19 -0.10 -0.11 0.191
H 1.683684 1.876978 0.471817 0.07 -0.13 -0.20 0.213
H 4.285217 0.996518 -0.942921 -0.14 -0.21 0.07 0.185
H 4.034139 0.663260 0.752485 -0.12 0.07 -0.11 0.188
H 3.132464 -0.946085 -1.487958 -0.21 0.09 0.06 0.180
H 3.104143 -1.307991 0.235384 -0.20 -0.01 -0.18 0.209
H 0.809811 0.338303 -0.998972 0.21 -0.04 0.04 0.172
H 0.878570 -1.409571 -1.016391 -0.04 0.19 0.03 0.196
H 0.913103 0.196807 1.406686 0.01 0.03 0.14 0.337
H -1.481792 0.378937 2.053520 0.12 0.32 -0.20 -0.295
H -0.951359 -1.928043 2.687116 0.14 0.07 -0.05 -0.273
H -2.991741 -1.451447 1.402101 -0.23 -0.05 -0.04 -0.313
H -0.190043 -3.649955 0.503889 -0.23 0.16 0.10 0.206
H -1.972020 -3.691759 0.205187 0.13 0.22 0.27 0.204
H -0.889105 -2.897882 -0.942123 -0.05 -0.12 0.27 0.201
H -2.698735 -0.583141 -0.899700 0.04 -0.36 -0.08 0.340
H -1.336736 1.640499 0.217587 -0.01 0.04 -0.19 0.186
H -1.701378 1.684474 -1.547782 0.18 0.21 0.39 0.155
H -3.848856 2.209902 -1.174555 -0.01 -0.07 0.21 0.184
H -3.527479 2.340756 0.557440 -0.16 -0.25 -0.02 0.202
H -4.126091 0.801249 -0.160018 0.22 0.07 0.25 0.208
```
Positions in Å, forces in eV/Å.

- Look up the total charge of the sixth one.
  -1